[1]
C6H12F2Si as an isolated structure at a distorted geometry, computed with ωB97M-V with the def2-TZVPD basis set.

Element x y z (Å)
C 0.9770 -1.9457 0.8219
C -0.1917 -1.3842 0.6007
C 2.4018 -1.4737 0.6956
C -0.0010 0.6223 -2.1405
C 0.1104 1.9901 0.7875
C -2.5592 0.6291 -0.2134
F 0.9667 -3.2584 1.2860
F -1.2966 -2.1203 1.0160
Si -0.7119 0.7156 -0.3513
H 2.8746 -2.2275 0.0784
H 2.8962 -1.3928 1.8249
H 2.3535 -0.5586 0.0727
H -0.6211 0.0205 -2.7738
H 0.1855 1.5745 -2.4929
H 0.8634 0.0933 -2.1513
H 1.0603 1.6603 1.2418
H 0.3500 2.8999 0.4150
H -0.4478 2.3348 1.5557
H -3.0668 -0.0104 -0.9227
H -3.0428 0.2176 0.7538
H -3.1007 1.6136 -0.1040

Computed properties:
- charge = 0
- total energy (eV) = -19726.8994

---

[2]
A 3-piece molecular cluster, C15H32NO6S3 overall at a distorted geometry, computed with ωB97M-V with the def2-TZVPD basis set.

Element x y z (Å)
C -0.8082 -1.0922 1.4266
C -0.4896 -1.3071 -0.0554
N 0.8646 -1.8643 -0.3043
S 2.1504 -0.8190 -0.1929
C 2.3669 -0.4869 1.5486
C 3.8320 -0.0763 1.8085
C 1.7297 0.7773 -0.9340
C 0.8813 1.7363 -0.1093
O 1.7150 2.8134 0.3321
C 1.3835 3.2925 1.5672
O 0.2689 3.5985 1.8822
H -0.8242 -0.0447 1.7181
H -1.7914 -1.4870 1.6578
H -0.0906 -1.6300 2.0386
H -1.1740 -2.0604 -0.4403
H -0.6870 -0.4100 -0.6468
H 0.8748 -2.2489 -1.2517
H 2.1113 -1.4125 2.0558
H 1.6777 0.2783 1.8889
H 4.2862 -0.7766 2.5014
H 4.4228 -0.0826 0.8944
H 3.8714 0.9192 2.2387
H 2.6956 1.2385 -1.1400
H 1.2567 0.5500 -1.8859
H 0.3718 1.2639 0.7248
H 0.0964 2.1413 -0.7495
H 2.2370 3.3398 2.2501
C 2.2593 -2.2017 -6.3602
C 3.0260 -1.3033 -5.3830
C 2.1594 -1.1673 -4.1248
S 1.1746 -2.6771 -4.0211
O -0.2137 -2.3225 -4.1612
O 1.6134 -3.4381 -2.8700
C 1.7732 -3.3944 -5.5432
H 2.8854 -2.5228 -7.1894
H 1.4056 -1.6614 -6.7733
H 3.9788 -1.7682 -5.1258
H 3.2432 -0.3284 -5.8147
H 2.7585 -1.0803 -3.2195
H 1.4635 -0.3325 -4.2025
H 0.9626 -3.9482 -6.0105
H 2.5909 -4.0675 -5.2869
C -5.4554 2.2733 3.6062
C -4.1003 2.9267 3.2994
C -3.0464 2.2177 4.1599
S -3.6643 0.5475 4.4295
O -3.9334 0.3729 5.8303
O -2.8362 -0.4039 3.7226
C -5.2147 0.7675 3.5629
H -6.2204 2.5725 2.8924
H -5.7925 2.5660 4.6021
H -3.8633 2.7967 2.2414
H -4.1119 3.9958 3.5018
H -2.0765 2.1563 3.6727
H -2.9385 2.6812 5.1380
H -5.9820 0.1803 4.0612
H -5.0741 0.4126 2.5423

Computed properties:
- charge = +1
- total energy (eV) = -62346.8018

---

[3]
A 2-piece molecular cluster, CHBr3OSi overall at a distorted geometry, computed with ωB97M-V with the def2-TZVPD basis set.

Element x y z (Å)
C -1.1735 -0.5182 0.1656
O -0.4537 -0.1330 1.0348
Si 1.9901 0.9937 0.6850
Br 2.2498 -0.7792 -0.8370
Br 0.8951 2.2934 -0.7108
Br -2.5159 -1.7370 0.4554
H -0.9919 -0.1197 -0.7931

Computed properties:
- charge = 0
- total energy (eV) = -221106.8072

---

Q: total energy of number 2 (C15H32NO6S3)?
A: -62346.8018 eV

---

Q: Look up the charge of the third one.
A: 0

---

Q: Number 1 is which compound?
A: C6H12F2Si